1.
Formula: C5H8O
Source: the Open Molecules 2025 dataset
Level of theory: the ωB97M-V functional and the def2-TZVPD basis

XYZ file:
```
14
Properties=species:S:1:pos:R:3:forces:R:3:mulliken_charge:R:1
C -1.64331 0.50026 -0.00458 -0.1 0.0 0.0 -1.167
C -0.38892 -0.28573 -0.11113 0.0 0.1 -0.1 0.622
C 0.82632 0.08234 -0.65280 0.2 -0.2 0.2 -0.416
C 1.73491 -0.92775 -0.37334 0.7 0.9 -0.8 -0.479
O 1.19107 -1.94881 0.28742 -0.4 -0.7 0.5 -0.370
C -0.20788 -1.66029 0.44818 -0.2 -0.1 0.1 -0.348
H -2.44695 0.10351 -0.64084 0.1 0.1 0.1 0.275
H -1.46973 1.54209 -0.28499 -0.1 -0.1 0.0 0.308
H -2.02015 0.48332 1.02706 0.0 0.0 -0.1 0.303
H 1.05258 1.00140 -1.17761 0.0 -0.1 0.1 0.389
H 1.80896 6.31308 0.66049 0.0 0.0 0.0 0.000
H 2.79363 -1.00932 -0.58099 -0.2 0.1 0.0 0.427
H -0.46741 -1.76128 1.51082 0.0 0.0 -0.1 0.242
H -0.76313 -2.43281 -0.10769 0.0 0.1 0.1 0.213
```
Forces are in eV/Å.

Results
- LUMO (spin up / spin down): 0.83 / 1.01 eV
- HOMO level (spin up / spin down): -9.648 / -6.164 eV

***

2.
Formula: C5H10O
Source: the Open Molecules 2025 dataset
Level of theory: the ωB97M-V functional and the def2-TZVPD basis

XYZ file:
```
16
Properties=species:S:1:pos:R:3:forces:R:3:mulliken_charge:R:1
C -1.78140 0.55767 -2.28961 0.0 0.0 0.0 -1.216
C -1.51213 0.50157 -0.80086 -0.3 0.1 -0.1 -0.220
O -0.17032 0.08232 -0.61301 0.1 0.0 0.0 -0.345
C 0.15003 -0.25213 0.66503 0.2 -0.1 0.2 -0.241
C 1.70014 -1.05467 2.43031 0.0 0.0 0.1 -1.048
C 1.37472 -0.61595 1.03315 -0.2 0.0 -0.1 0.040
H -2.80228 0.90431 -2.47907 0.1 0.0 0.0 0.378
H -1.65990 -0.43476 -2.73376 0.0 0.1 0.1 0.300
H -1.08209 1.24211 -2.77825 -0.1 -0.1 0.1 0.298
H -1.66462 1.48637 -0.33502 0.0 -0.1 -0.1 0.317
H -2.19482 -0.20976 -0.31262 0.1 0.1 -0.1 0.337
H -0.67594 -0.22272 1.37980 0.1 0.0 -0.1 0.223
H 0.81731 -0.99323 3.07698 0.1 0.0 -0.1 0.286
H 2.05031 -2.09420 2.44791 0.0 0.2 0.0 0.276
H 2.48857 -0.43986 2.88049 -0.1 -0.1 -0.1 0.285
H 2.16595 -0.62140 0.28577 -0.1 0.0 0.1 0.331
```
Forces are in eV/Å.

Results
- LUMO: 1.15 eV
- HOMO level: -8.381 eV
- SMILES string: C/C=C/OCC

***

3.
Formula: C3H8F2P
Source: the Open Molecules 2025 dataset
Level of theory: the ωB97M-V functional and the def2-TZVPD basis

XYZ file:
```
14
Properties=species:S:1:pos:R:3:forces:R:3:mulliken_charge:R:1
C -0.71411 -0.38220 2.37046 -1.4 -0.2 -1.2 -1.132
C -0.41214 0.16498 -3.46466 -3.1 0.9 -0.8 -0.592
C -1.07544 0.66904 1.32850 4.7 -0.5 1.1 -0.399
F -1.53389 1.85919 -0.69535 1.0 -1.2 -1.0 -0.237
F 0.80438 1.72561 -0.39838 0.2 -0.8 0.0 -0.187
P -0.38507 0.70881 -0.47181 -1.9 2.9 -0.2 0.618
H 0.30453 -0.61913 2.51033 1.4 -0.2 -0.7 0.390
H -0.91831 0.03659 3.31837 -0.9 0.5 1.1 0.365
H -1.29932 -1.28633 2.23571 0.1 -0.1 0.1 0.338
H -1.54045 -0.06601 -3.71329 2.5 -0.4 1.2 0.348
H 0.43623 -0.47043 -3.59635 0.2 -0.7 0.4 0.385
H -0.29483 1.20713 -3.74269 0.6 0.3 0.7 0.360
H -0.61717 1.62658 1.68488 -0.5 -0.4 -0.7 0.309
H -2.03959 0.81020 1.03566 -2.9 0.0 -0.1 0.435
```
Forces are in eV/Å.

Results
- LUMO (spin up / spin down): -8.30 / -7.10 eV
- HOMO level (spin up / spin down): -14.724 / -15.062 eV
- Total charge: +1

***

4.
Formula: C2H8S3
Source: the Open Molecules 2025 dataset
Level of theory: the ωB97M-V functional and the def2-TZVPD basis

XYZ file:
```
13
Properties=species:S:1:pos:R:3:forces:R:3:mulliken_charge:R:1
S 3.09810 1.56741 0.03629 -0.3 -0.1 -0.2 -0.143
S 3.68176 0.01922 1.31856 0.1 0.1 0.3 -0.151
H 4.29116 1.82970 -0.49298 0.2 0.1 0.1 0.145
H 4.77074 -0.37439 0.65293 -0.1 -0.1 -0.2 0.146
C -0.90936 -1.37489 0.09259 0.1 0.6 -0.1 -0.805
S -2.69481 -1.09437 0.05495 0.1 -0.3 0.0 -0.066
C -2.65445 0.63762 -0.42692 -0.2 0.2 0.1 -0.780
H -0.45250 -1.12442 -0.86288 -0.1 0.0 -0.1 0.287
H -0.49280 -0.70416 0.84670 0.2 -0.2 0.0 0.244
H -0.66536 -2.40443 0.31400 -0.2 -0.2 0.2 0.314
H -3.57601 1.11934 -0.09756 0.0 -0.1 -0.1 0.300
H -2.56017 0.74677 -1.50077 0.1 0.0 -0.2 0.276
H -1.83630 1.15659 0.06509 0.1 0.0 0.1 0.234
```
Forces are in eV/Å.

Results
- LUMO: 0.15 eV
- HOMO level: -8.410 eV
- SMILES string: CSC.SS

***

5.
Formula: C4H10OS2
Source: the Open Molecules 2025 dataset
Level of theory: the ωB97M-V functional and the def2-TZVPD basis

XYZ file:
```
17
Properties=species:S:1:pos:R:3:forces:R:3:mulliken_charge:R:1
S -0.69481 -0.56745 -1.60469 0.0 0.2 0.0 -0.131
S -1.32156 0.46432 1.19063 0.0 0.1 -0.1 -0.131
C -1.71729 0.49974 -0.56951 -0.6 0.2 -0.2 -0.524
C 0.90152 0.22088 -1.26576 0.4 0.1 -0.3 -0.683
C 0.37757 1.08343 1.07110 0.2 0.3 0.3 -0.683
C 1.29503 0.22171 0.20851 0.3 -0.3 0.2 -0.393
H -1.67157 1.54065 -0.94346 0.0 -0.5 0.2 0.323
H -2.76229 0.14993 -0.67469 0.6 0.2 0.1 0.307
H 1.63651 -0.35034 -1.86488 -0.4 0.3 0.3 0.311
H 0.87892 1.25571 -1.65829 0.0 -0.4 0.1 0.375
H 0.35290 2.12168 0.68784 0.0 -0.4 0.2 0.375
H 0.74417 1.11865 2.11504 -0.2 0.0 -0.5 0.311
H 1.30427 -0.81609 0.59364 0.0 0.5 -0.2 0.263
H 2.32420 0.62083 0.29194 -0.4 -0.1 0.0 0.337
O -0.40868 -2.86239 0.96498 -0.2 0.6 -0.3 -0.647
H -0.45918 -2.61446 0.01406 -0.1 0.0 1.0 0.294
H -0.77970 -2.08680 1.44357 0.3 -0.6 -0.7 0.294
```
Forces are in eV/Å.

Results
- LUMO: 0.68 eV
- HOMO level: -8.878 eV
- SMILES string: C1CSCSC1.O

***

Total energy for the records above, in order: -270.38339 -271.71340 -659.82668 -1275.52711 -1030.02551 Eh